[1]
A molecular structure, C16H38GeIrN3O7S4. Source: OMol25; level of theory: ωB97M-V/def2-TZVPD.

Results
Energy above the lowest of the compared OMol25 structures with the same formula, charge and spin ... 0.3 kcal per mole
Frontier orbital gap (alpha / beta) ... 7.97 / 7.39 eV
Electronic energy ... -138691.793 eV

```
! wB97M-V def2-TZVPD RIJCOSX def2/J DEFGRID3
* xyz 2 5
Ir 0.98171 -0.25798 -0.73609
C -2.02137 -2.52319 0.62148
C -2.17269 -1.51515 -0.50245
C -1.84515 -2.11824 -1.84980
C -3.55834 -0.89009 -0.51566
O -1.18756 -0.43150 -0.26598
Ge -1.53186 1.01175 0.81670
O -0.80801 0.59067 2.37773
C -1.40709 0.50171 3.70806
C -0.85445 -0.77053 4.32909
C -2.92113 0.43919 3.58871
C -0.97120 1.73522 4.47980
O -0.23239 2.01634 0.10806
C -0.55293 3.17193 -0.74131
C -1.64730 3.98687 -0.06943
C -0.98857 2.66630 -2.10503
C 0.72791 3.98444 -0.83274
H -2.71634 -3.35122 0.47781
H -1.00830 -2.92703 0.64261
H -2.23600 -2.06738 1.58963
H -2.57009 -2.89787 -2.08429
H -1.88218 -1.35875 -2.63138
H -0.85398 -2.56894 -1.84214
H -4.30568 -1.64961 -0.74545
H -3.82374 -0.47065 0.46108
H -3.62653 -0.10771 -1.27376
H -1.13857 -1.64480 3.74241
H 0.23459 -0.72650 4.39305
H -1.24166 -0.89565 5.34033
H -3.23434 -0.42671 3.00009
H -3.37555 0.34819 4.57506
H -3.31563 1.35077 3.13011
H 0.11731 1.78784 4.53828
H -1.34095 2.64249 3.99954
H -1.36088 1.70548 5.49738
H -2.59465 3.43716 -0.03967
H -1.36071 4.26010 0.94765
H -1.83215 4.90458 -0.62787
H -1.89337 2.05647 -2.02673
H -1.20871 3.50263 -2.76885
H -0.20398 2.05997 -2.56107
H 1.06967 4.26740 0.16424
H 1.50592 3.41274 -1.33799
H 0.55376 4.89497 -1.40568
N 1.84064 0.22534 1.43423
N 2.77249 1.26756 1.32094
C 3.29018 1.63308 0.14817
N 4.19925 2.59684 0.13859
S 2.86989 0.90178 -1.35784
H 1.02585 0.53556 1.97824
H 2.28284 -0.56661 1.89395
H 3.05266 1.74037 2.16908
H 4.55218 3.02936 0.97859
H 4.58915 2.89529 -0.74129
C 3.61196 -4.94385 0.13200
O 3.15968 -4.68450 -1.22421
C 2.36487 -3.69286 -1.49776
S 2.05570 -3.82559 -3.20326
S 1.79079 -2.63211 -0.34646
H 4.25177 -5.81321 0.04218
H 2.75197 -5.15145 0.76361
H 4.16536 -4.08213 0.49609
C 1.11311 -1.34270 -5.74745
S 1.44003 -1.17848 -4.03342
O 0.95000 -2.63852 -3.46328
O 2.83425 -1.04702 -3.77984
O 0.49511 -0.27980 -3.43918
H 1.77028 -2.11078 -6.15040
H 1.33941 -0.37689 -6.19760
H 0.06375 -1.59438 -5.87926
*
```

[2]
A molecular structure, C16H38O2Si2. Source: OMol25; level of theory: ωB97M-V/def2-TZVPD.

Results
Frontier orbital gap ... 10.75 eV
Electronic energy ... -37061.113 eV

```
! wB97M-V def2-TZVPD RIJCOSX def2/J DEFGRID3
* xyz 0 1
C 5.13621 -2.31967 0.40530
C 4.54727 -0.91387 0.63717
C 3.13499 -0.70843 0.05852
C 2.89431 0.68176 -0.50662
C 3.11946 1.80505 0.50715
C 2.42742 3.11322 0.09255
Si 0.57897 3.16457 0.41037
O 0.06841 1.64637 0.84843
Si -1.20867 1.25354 1.81840
C -1.09887 -0.53337 2.35629
C -1.78628 -1.56161 1.43968
C -1.03148 -1.82305 0.13832
C -1.75771 -2.80621 -0.79616
C -1.19838 -4.23239 -0.75922
C 0.29895 -4.33110 -1.08310
C -2.81569 1.52900 0.89494
O -2.81173 2.83391 0.35167
C -3.98155 3.15885 -0.37646
C -4.15327 2.34801 -1.65869
C -2.88796 2.34290 -2.51511
H 5.28715 -2.85955 1.34236
H 4.47616 -2.93080 -0.21420
H 6.10674 -2.27365 -0.09238
H 4.52680 -0.71473 1.71237
H 5.21967 -0.16351 0.20999
H 2.38517 -0.89234 0.83158
H 2.95820 -1.45237 -0.72504
H 3.56127 0.84254 -1.36427
H 1.86858 0.74199 -0.88382
H 2.77009 1.47888 1.49288
H 4.19444 1.99150 0.60635
H 2.59460 3.27933 -0.97850
H 2.88724 3.96358 0.60702
H 0.25408 4.09628 1.51740
H -0.15300 3.60680 -0.79723
H -1.17588 2.13786 3.00976
H -1.50198 -0.60327 3.37342
H -0.03086 -0.77800 2.44375
H -1.90562 -2.50906 1.97961
H -2.80280 -1.23439 1.19165
H -0.04422 -2.21196 0.39914
H -0.85367 -0.87013 -0.37441
H -2.81331 -2.84089 -0.50099
H -1.73478 -2.44336 -1.82828
H -1.76211 -4.83791 -1.47440
H -1.39607 -4.66899 0.22582
H 0.91655 -4.39397 -0.18346
H 0.51500 -5.21678 -1.68231
H 0.63802 -3.45551 -1.64193
H -3.64989 1.38916 1.60616
H -2.93792 0.76478 0.11482
H -3.88967 4.22169 -0.61335
H -4.86041 3.03011 0.27222
H -4.45740 1.32164 -1.43009
H -4.98117 2.80107 -2.21188
H -2.62821 3.35660 -2.83051
H -2.03310 1.94761 -1.96133
H -3.02205 1.73228 -3.41135
*
```